No. 1
{
  "formula": "C5H11N",
  "method": "ωB97M-V/def2-TZVPD",
  "energy_ha": -251.798337,
  "orbital_gap_ev": 10.10,
  "homo_energy_ev": -8.86,
  "lumo_energy_ha": 0.0456,
  "smiles": "C[C@@H]1[C@H](C)N1C",
  "e_above_lowest_kcal_mol": 40.28,
  "species": ["C", "C", "C", "C", "N", "C", "H", "H", "H", "H", "H", "H", "H", "H", "H", "H", "H"],
  "xyz": [[-0.824095, 0.826810, 1.693113], [-0.321017, 0.804220, 0.275128], [-0.384156, -0.371201, -0.604489], [-0.890415, -1.698599, -0.095013], [0.930196, -0.020941, -0.119156], [1.772821, 0.558503, -1.187305], [-0.477460, 1.706805, 2.242677], [-1.922195, 0.822614, 1.743789], [-0.461596, -0.056111, 2.219116], [0.117919, 1.703365, -0.118633], [-0.579707, -0.196268, -1.660031], [-0.615643, -1.866418, 0.951034], [-0.432126, -2.499467, -0.685707], [-1.975815, -1.772380, -0.194772], [2.161967, -0.279792, -1.780097], [2.636712, 1.097184, -0.780336], [1.264610, 1.241675, -1.899318]],
  "atomic_forces_ev_per_a": [[0.1, -0.2, 0.2], [2.2, 0.2, 0.1], [-0.1, -0.3, -0.3], [-0.2, -0.1, 0.0], [0.0, -0.6, 0.1], [0.0, 0.0, 0.2], [0.0, -0.1, -0.2], [0.3, 0.0, -0.2], [-0.1, 0.0, 0.1], [-1.7, 1.1, -0.4], [0.0, 0.0, 0.0], [-0.1, 0.1, -0.2], [-0.1, 0.1, 0.1], [0.0, -0.1, 0.0], [-0.1, 0.2, 0.1], [-0.2, -0.1, 0.1], [-0.1, -0.2, 0.4]]
}



No. 2
{
  "formula": "C6H8O3Si",
  "method": "ωB97M-V/def2-TZVPD",
  "energy_ha": -748.803708,
  "orbital_gap_ev": 9.48,
  "homo_energy_ev": -9.28,
  "lumo_energy_ha": 0.0072,
  "smiles": "O[Si](O)(O)c1ccccc1",
  "e_above_lowest_kcal_mol": 0.00,
  "species": ["O", "Si", "O", "O", "C", "C", "C", "C", "C", "C", "H", "H", "H", "H", "H", "H", "H", "H"],
  "xyz": [[-2.628353, -0.155802, -0.199986], [-1.299466, -0.057063, -1.219231], [-1.181015, -1.471506, -2.063231], [-1.236443, 1.230304, -2.319583], [0.167377, -0.039322, -0.099085], [0.265427, -1.015889, 0.868970], [1.235371, -0.966703, 1.841745], [2.012706, 0.162713, 1.958182], [1.901631, 1.182469, 1.026240], [0.983730, 1.067768, -0.008150], [-3.502436, -0.095818, -0.627141], [-1.960726, -1.813261, -2.529964], [-1.850187, 1.400946, -3.061689], [-0.458605, -1.783701, 0.837046], [1.362292, -1.793236, 2.499267], [2.753776, 0.241020, 2.718439], [2.538563, 2.037725, 1.095584], [0.896358, 1.869351, -0.717414]],
  "atomic_forces_ev_per_a": [[-0.1, 0.5, -1.1], [-0.1, 0.0, -0.8], [-0.7, -0.2, -0.4], [-0.6, -0.5, 0.6], [-1.0, 0.9, -0.3], [0.2, 0.0, -0.3], [-0.2, 0.1, 0.0], [0.3, 0.2, -0.6], [-0.3, -0.4, -0.1], [0.6, 0.5, 0.2], [0.6, 0.0, 0.4], [0.5, 0.2, 0.3], [0.6, -0.4, 0.9], [-0.4, -1.1, 0.1], [0.0, -0.4, 0.6], [0.4, 0.0, 0.6], [0.2, 0.5, 0.0], [0.0, 0.2, -0.3]]
}



No. 3
{
  "formula": "C15H22O8S2",
  "method": "ωB97M-V/def2-TZVPD",
  "energy_ha": -1982.973670,
  "orbital_gap_ev": 7.34,
  "homo_energy_ev": -8.97,
  "lumo_energy_ha": -0.0598,
  "species": ["C", "C", "O", "C", "C", "O", "C", "O", "S", "O", "O", "O", "C", "C", "S", "C", "C", "H", "H", "H", "H", "H", "H", "H", "H", "H", "H", "H", "H", "H", "H", "H", "H", "H", "H", "C", "C", "C", "O", "C", "C", "C", "O", "H", "H", "H", "H"],
  "xyz": [[4.216802, -0.058126, -0.904023], [3.393797, 1.211694, -0.914186], [2.056078, 0.870547, -0.586736], [1.164683, 1.966516, -0.529159], [0.080765, 1.804432, -1.591892], [-1.171262, 2.187540, -1.011116], [-2.229332, 2.157450, -1.854844], [-2.765397, 3.489543, -2.120054], [-4.081362, 3.180009, -2.959434], [-3.707788, 2.648601, -4.224111], [-4.990152, 4.254780, -2.865659], [-4.577053, 2.018565, -1.998134], [-3.456524, 1.368400, -1.340504], [-3.702220, 1.433674, 0.153899], [-4.540824, 0.004690, 0.874422], [-6.170634, 0.062826, 0.099928], [-6.301778, -0.592791, -1.272711], [5.279621, 0.153243, -0.995925], [3.883316, -0.700159, -1.720527], [4.027574, -0.586141, 0.027119], [3.431902, 1.683584, -1.905751], [3.795395, 1.938678, -0.196898], [1.702489, 2.906221, -0.674026], [0.680472, 1.972618, 0.450426], [0.284345, 2.423412, -2.468803], [0.048293, 0.753142, -1.884844], [-1.961342, 1.753061, -2.834908], [-3.340014, 0.335972, -1.670381], [-2.748239, 1.484719, 0.680484], [-4.267089, 2.335177, 0.389248], [-6.541509, 1.088303, 0.085631], [-6.809032, -0.470880, 0.806007], [-6.340859, -1.677531, -1.175849], [-5.474799, -0.354656, -1.937711], [-7.221814, -0.262685, -1.757433], [3.494716, -3.987577, 3.386305], [3.821478, -3.101533, 2.450031], [5.215665, -2.608965, 2.309425], [5.511123, -1.799542, 1.456443], [6.231261, -3.143021, 3.251634], [5.904647, -4.029169, 4.187821], [4.510293, -4.522773, 4.329436], [4.213376, -5.331013, 5.181153], [2.486628, -4.361986, 3.510613], [3.099811, -2.697047, 1.751313], [7.239193, -2.768143, 3.127249], [6.625300, -4.433658, 4.887029]],
  "atomic_forces_ev_per_a": [[-0.6, 0.1, 0.0], [0.3, 0.1, -0.2], [0.0, 0.1, 0.0], [0.0, -0.2, -0.1], [0.2, 0.1, 0.0], [-0.2, 0.2, 0.4], [-0.1, -0.3, -0.5], [0.1, 0.0, -0.1], [0.0, 0.3, 0.2], [0.0, -0.1, -0.1], [0.0, 0.2, 0.1], [0.0, -0.5, -0.2], [0.2, 0.4, 0.3], [0.0, -0.1, 0.2], [0.1, 0.0, -0.1], [-0.3, -0.1, 0.0], [0.1, -0.1, 0.0], [0.0, 0.0, 0.0], [0.2, 0.0, 0.0], [0.2, 0.0, 0.0], [-0.1, 0.0, 0.0], [-0.1, 0.0, 0.1], [0.0, 0.0, 0.1], [0.0, 0.1, 0.0], [-0.1, 0.0, 0.0], [0.0, 0.0, 0.0], [0.2, 0.0, 0.0], [-0.3, 0.0, -0.1], [0.0, 0.0, 0.0], [0.1, 0.1, 0.0], [0.2, 0.1, 0.0], [0.0, 0.0, 0.0], [0.0, 0.0, 0.0], [0.0, 0.1, 0.0], [0.0, 0.0, 0.0], [0.0, 0.0, 0.0], [0.0, 0.0, 0.0], [0.0, 0.0, 0.0], [0.1, -0.1, 0.1], [0.0, 0.0, 0.0], [0.0, 0.0, 0.0], [0.0, 0.0, 0.0], [0.0, 0.0, 0.0], [0.0, 0.0, 0.0], [0.0, 0.0, 0.0], [0.0, 0.0, 0.0], [0.0, 0.0, 0.0]]
}



No. 4
{
  "formula": "C4H9NO",
  "method": "ωB97M-V/def2-TZVPD",
  "energy_ha": -287.816344,
  "orbital_gap_ev": 10.65,
  "homo_energy_ev": -9.79,
  "lumo_energy_ha": 0.0315,
  "smiles": "CCCNC=O",
  "e_above_lowest_kcal_mol": 10.11,
  "species": ["C", "C", "C", "N", "C", "O", "H", "H", "H", "H", "H", "H", "H", "H", "H"],
  "xyz": [[1.506457, -0.797422, -0.651076], [1.006546, 0.529105, -0.088538], [-0.059188, 0.361816, 0.994974], [-1.247087, -0.341676, 0.533767], [-2.137551, 0.233620, -0.312241], [-2.043592, 1.363768, -0.751976], [2.272425, -0.638757, -1.416953], [1.945261, -1.424834, 0.135202], [0.687379, -1.359467, -1.113555], [0.584043, 1.148171, -0.886788], [1.842337, 1.092208, 0.345700], [-0.368601, 1.344947, 1.364493], [0.343360, -0.202949, 1.843840], [-1.405973, -1.292479, 0.826257], [-2.981205, -0.438275, -0.565734]],
  "atomic_forces_ev_per_a": [[0.0, -0.1, 0.0], [0.0, 0.1, 0.0], [0.1, 0.1, 0.1], [-0.1, 0.0, -0.1], [0.0, 0.1, 0.0], [0.0, -0.3, 0.2], [-0.1, 0.0, 0.1], [-0.1, 0.1, -0.1], [0.1, 0.1, 0.1], [0.1, -0.1, 0.1], [-0.1, -0.1, -0.1], [0.1, -0.1, -0.1], [-0.1, 0.1, -0.1], [0.0, 0.1, -0.1], [0.1, 0.1, 0.0]]
}



No. 5
{
  "formula": "C34H86NO13PS10",
  "method": "ωB97M-V/def2-TZVPD",
  "energy_ha": -6702.811461,
  "orbital_gap_ev": 8.68,
  "homo_energy_ev": -8.18,
  "lumo_energy_ha": 0.0186,
  "species": ["C", "C", "O", "C", "C", "O", "P", "O", "C", "C", "C", "C", "C", "C", "C", "C", "C", "N", "C", "H", "H", "H", "H", "H", "H", "H", "H", "H", "H", "H", "H", "H", "H", "H", "H", "H", "H", "H", "H", "H", "H", "H", "H", "H", "H", "C", "S", "O", "C", "H", "H", "H", "H", "H", "H", "C", "S", "O", "C", "H", "H", "H", "H", "H", "H", "C", "S", "O", "C", "H", "H", "H", "H", "H", "H", "C", "S", "O", "C", "H", "H", "H", "H", "H", "H", "C", "S", "O", "C", "H", "H", "H", "H", "H", "H", "C", "S", "O", "C", "H", "H", "H", "H", "H", "H", "C", "S", "O", "C", "H", "H", "H", "H", "H", "H", "C", "S", "O", "C", "H", "H", "H", "H", "H", "H", "C", "S", "O", "C", "H", "H", "H", "H", "H", "H", "C", "S", "O", "C", "H", "H", "H", "H", "H", "H"],
  "xyz": [[2.827555, -1.773067, 0.039543], [2.743316, -1.826134, -1.512474], [1.576340, -1.098982, -1.911748], [1.872906, 0.275583, -2.067823], [0.583551, 1.072819, -2.229555], [-0.349336, 0.747974, -1.204859], [-0.686208, 2.031913, -0.127526], [-0.892799, 3.422731, 0.948686], [-1.962489, 2.806385, -1.208422], [-2.656222, 1.869151, -2.196432], [-3.393145, 0.710719, -1.558516], [-4.162891, 0.805401, -0.420364], [-4.761679, -0.319482, 0.084488], [-4.624260, -1.544588, -0.495893], [-3.869442, -1.650697, -1.649899], [-3.276987, -0.524300, -2.154103], [-1.107081, 0.883412, 1.260884], [-0.080341, -0.136546, 1.533994], [-0.634910, -1.475873, 1.360521], [3.391729, -0.886918, 0.336984], [1.794496, -1.736379, 0.387144], [3.255229, -2.689857, 0.451996], [2.663294, -2.878812, -1.786702], [3.644793, -1.396807, -1.963561], [2.486158, 0.663950, -1.242285], [2.401525, 0.358590, -3.032568], [0.140054, 0.730397, -3.170446], [0.752737, 2.146460, -2.356918], [0.672262, 2.435259, -0.225019], [-0.019901, 3.695013, 1.250272], [-2.659622, 3.355895, -0.573804], [-1.434971, 3.576372, -1.784504], [-3.413602, 2.472783, -2.720548], [-1.998987, 1.506741, -2.980385], [-4.274545, 1.762402, 0.079910], [-5.351453, -0.247231, 0.995010], [-5.080602, -2.444379, -0.095699], [-3.719590, -2.584724, -2.179431], [-2.681443, -0.612696, -3.058494], [-1.184973, 1.501887, 2.155736], [-2.089146, 0.418296, 1.142408], [0.735943, 0.000108, 0.952530], [0.074405, -2.230588, 1.711862], [-1.540991, -1.580235, 1.963916], [-0.938268, -1.650747, 0.315188], [-2.206085, 6.962288, 4.724090], [-3.636950, 6.166697, 3.985667], [-4.506848, 5.696919, 5.104215], [-2.750813, 4.737446, 3.356376], [-2.537475, 7.873980, 5.217961], [-1.748058, 6.299295, 5.456880], [-1.487882, 7.215255, 3.944691], [-2.259252, 4.215519, 4.178413], [-2.015359, 5.058057, 2.620107], [-3.468206, 4.072142, 2.880433], [4.878668, -6.096044, -4.182690], [3.554096, -5.986581, -2.979295], [3.495998, -4.567298, -2.514563], [4.355430, -6.931752, -1.686060], [4.582245, -5.525709, -5.062297], [5.792726, -5.677735, -3.762857], [5.033089, -7.138379, -4.453004], [5.302580, -6.468105, -1.412190], [4.523951, -7.949835, -2.022410], [3.684207, -6.933355, -0.830737], [-0.355274, 4.607657, -6.350638], [0.445794, 3.781623, -4.976024], [-0.554936, 2.861062, -4.363456], [0.552001, 5.233684, -3.919637], [-0.555341, 3.866965, -7.122132], [-1.294612, 5.051078, -6.017866], [0.301852, 5.372128, -6.748015], [-0.446799, 5.635397, -3.743440], [1.183196, 5.982822, -4.397599], [0.997853, 4.934689, -2.971902], [7.925219, -10.108504, -4.501401], [6.559401, -9.956419, -3.340749], [6.510892, -8.528328, -2.907176], [7.316810, -10.890142, -2.014150], [7.670857, -9.553143, -5.402521], [8.831169, -9.693476, -4.059188], [8.071500, -11.159310, -4.750976], [8.264334, -10.427734, -1.732809], [7.480317, -11.916658, -2.344163], [6.636679, -10.886894, -1.158325], [-2.298741, 8.321220, -7.293199], [-1.941865, 6.925540, -8.368748], [-0.487578, 6.639472, -8.251338], [-2.179916, 7.811971, -9.913499], [-2.168267, 7.997163, -6.262317], [-1.610652, 9.138525, -7.510098], [-3.329276, 8.641939, -7.445575], [-1.499299, 8.662205, -9.958267], [-3.214283, 8.149356, -9.982092], [-1.965851, 7.128191, -10.732379], [5.755445, -8.697630, 1.789769], [5.731009, -10.488526, 1.910734], [5.458354, -11.027016, 0.545860], [4.197293, -10.589037, 2.838611], [6.625453, -8.408808, 1.201190], [4.846491, -8.345339, 1.300559], [5.834846, -8.269400, 2.789430], [3.394872, -10.113873, 2.272906], [4.326948, -10.094938, 3.801879], [3.966224, -11.641163, 2.997350], [-5.082167, -5.271927, 0.452535], [-3.562840, -5.198252, 1.410918], [-3.788886, -5.967650, 2.662293], [-3.687806, -3.454811, 1.822646], [-5.225567, -6.299023, 0.122831], [-5.923822, -4.965531, 1.074098], [-4.993867, -4.619193, -0.416590], [-4.621527, -3.268632, 2.354366], [-3.645735, -2.860018, 0.908639], [-2.845445, -3.197402, 2.461353], [-0.994555, 8.761651, 8.825120], [0.431782, 7.807760, 8.285582], [0.174068, 7.390240, 6.884218], [0.109572, 6.382059, 9.332591], [-1.012730, 9.690932, 8.258861], [-1.908355, 8.197847, 8.634146], [-0.901152, 8.984677, 9.888195], [-0.877004, 5.975446, 9.108501], [0.168632, 6.680067, 10.379679], [0.869950, 5.631828, 9.125152], [-4.149376, 12.278240, 3.888082], [-3.809967, 10.521826, 4.081564], [-4.015729, 9.885525, 2.757506], [-5.259305, 10.155973, 5.081167], [-3.375039, 12.704123, 3.253111], [-5.124053, 12.415054, 3.419106], [-4.126614, 12.762540, 4.864712], [-6.162102, 10.430481, 4.535157], [-5.201016, 10.707395, 6.020286], [-5.267648, 9.086067, 5.287174], [0.343401, -6.684935, 0.660010], [1.790467, -6.803683, 1.712514], [2.514285, -8.052742, 1.329896], [0.896606, -7.146304, 3.232766], [0.678268, -6.510300, -0.361299], [-0.224498, -7.614603, 0.703601], [-0.275159, -5.848783, 0.986623], [0.294785, -8.047201, 3.112060], [0.259822, -6.296254, 3.477493], [1.624757, -7.295770, 4.028022]],
  "atomic_forces_ev_per_a": [[0.0, 0.0, -0.9], [-0.3, -0.2, 1.3], [0.3, 0.1, -0.1], [-0.3, 0.1, -0.5], [-0.4, -1.6, -0.4], [0.4, 0.8, 0.5], [-0.3, 0.4, 0.3], [0.3, 0.1, -0.3], [0.2, -0.3, -0.3], [-1.0, 0.4, 0.2], [0.6, 0.5, -0.5], [0.2, 0.8, 0.0], [-0.9, 0.2, 1.5], [-0.1, -1.1, -0.9], [-0.1, -0.3, -0.1], [0.6, -0.3, -1.0], [0.6, 0.0, 0.6], [-0.7, -0.1, 0.1], [0.1, 0.1, -0.3], [-0.1, -0.2, 0.4], [0.2, 0.2, 0.1], [0.3, 0.2, -0.1], [-0.3, 0.5, -0.4], [-0.1, -0.1, -0.1], [0.0, -0.1, 0.0], [0.3, 0.4, 0.3], [0.0, 0.2, 0.0], [0.2, -0.1, 0.2], [-0.2, -0.1, 0.0], [-0.2, 0.0, 0.1], [0.0, -0.2, 0.0], [0.1, -0.1, 0.1], [0.1, 0.0, 0.0], [0.2, 0.0, 0.2], [-0.1, -0.1, 0.0], [0.0, 0.1, -0.1], [-0.3, 0.5, -0.1], [-0.1, -0.1, 0.2], [0.0, 0.0, 0.1], [-0.1, 0.2, -0.2], [0.1, 0.0, -0.4], [-0.1, -0.2, -0.1], [0.0, 0.0, -0.2], [0.2, 0.2, 0.1], [0.2, -0.2, 0.1], [0.0, -0.1, 0.0], [0.0, 0.1, -0.2], [0.1, 0.0, 0.1], [0.1, -0.1, 0.1], [0.0, 0.0, 0.0], [0.0, 0.0, 0.0], [0.0, 0.0, 0.0], [0.0, 0.0, 0.0], [-0.1, 0.0, 0.0], [0.0, 0.1, 0.0], [0.1, 0.1, -0.2], [0.0, -0.1, 0.0], [0.1, -0.2, -0.1], [-0.2, 0.1, 0.2], [-0.1, 0.0, 0.1], [0.0, 0.0, 0.1], [0.0, 0.0, 0.1], [0.0, 0.0, -0.1], [0.0, 0.0, 0.0], [-0.1, 0.0, 0.1], [0.1, -0.2, 0.3], [0.0, 0.0, -0.2], [-0.1, 0.2, 0.0], [-0.1, 0.1, 0.1], [0.0, 0.0, 0.0], [0.0, 0.0, 0.1], [0.1, 0.0, 0.0], [0.0, -0.1, 0.0], [0.0, 0.0, 0.0], [0.0, 0.0, 0.0], [0.1, 0.1, -0.1], [0.0, -0.2, 0.0], [0.2, -0.1, -0.1], [0.0, 0.0, 0.2], [0.0, 0.0, 0.0], [0.0, 0.0, 0.1], [0.0, 0.0, 0.0], [0.0, 0.1, -0.1], [0.0, 0.0, 0.0], [0.0, 0.0, -0.1], [0.0, 0.1, 0.0], [-0.1, 0.0, -0.1], [0.0, 0.4, -0.3], [0.0, 0.1, -0.1], [0.0, -0.1, 0.0], [0.0, 0.0, 0.0], [0.0, 0.0, 0.0], [0.0, 0.0, 0.1], [0.0, 0.0, 0.0], [0.0, 0.0, 0.1], [0.0, 0.2, -0.2], [0.0, 0.0, 0.2], [-0.1, 0.1, 0.1], [-0.2, -0.1, -0.1], [0.0, -0.1, 0.0], [-0.1, -0.1, 0.0], [0.0, -0.1, 0.0], [0.1, 0.1, 0.0], [0.1, 0.0, 0.0], [0.1, 0.0, 0.0], [-0.1, 0.0, 0.0], [0.1, 0.1, 0.0], [0.0, 0.0, 0.0], [0.1, 0.0, 0.1], [0.1, 0.0, 0.0], [0.0, 0.0, 0.1], [0.0, 0.0, 0.0], [0.0, -0.1, 0.0], [0.3, -0.3, 0.4], [0.0, -0.1, 0.0], [-0.1, 0.0, 0.0], [0.1, 0.1, 0.1], [-0.1, 0.0, 0.0], [-0.1, -0.1, 0.1], [0.1, 0.0, 0.0], [0.0, 0.0, 0.0], [0.0, 0.0, 0.0], [0.0, 0.0, -0.1], [0.0, 0.0, 0.0], [0.0, 0.1, 0.0], [-0.1, 0.1, 0.0], [0.1, 0.0, 0.1], [0.0, 0.0, 0.0], [-0.1, 0.0, 0.1], [0.0, -0.1, 0.0], [0.0, -0.1, 0.0], [0.0, 0.0, 0.0], [0.0, 0.0, -0.1], [0.0, 0.0, 0.0], [0.1, 0.0, 0.0], [-0.1, -0.1, -0.1], [0.0, 0.2, 0.0], [-0.1, 0.0, 0.0], [-0.1, -0.1, 0.1], [0.1, 0.0, 0.0], [0.0, 0.0, 0.1], [0.0, 0.0, 0.0], [0.0, 0.0, -0.1], [0.0, 0.0, 0.0], [0.0, 0.0, -0.1]]
}